A | Here is a 2-piece molecular cluster, C3H6NO2S overall from the OMol25 dataset. Energies are from ωB97M-V/def2-TZVPD.

Output
- E_HOMO: -4.157 eV
- Lowest unoccupied orbital energy: 4.1 eV
- Total charge: -1
- Kohn-Sham gap: 8.260 eV

Last columns: bonded neighbours and bond lengths (Å).
CARTESIAN COORDINATES (ANGSTROEM)
1 C 0.171 -0.437 1.293  C2 1.298, H8 1.053, H9 1.008
2 C -0.616 0.265 0.536  C1 1.298, C3 1.519, H10 1.098
3 C -0.482 0.175 -0.974  C2 1.519, H11 1.098, H12 1.087, H13 1.184
4 N -2.538 -1.932 -0.389  S7 1.468
5 O -2.656 -4.014 1.203  S7 1.508
6 O -2.943 -1.752 2.195  S7 1.495
7 S -2.692 -2.530 0.943  N4 1.468, O5 1.508, O6 1.495
8 H 0.837 -1.043 0.747  C1 1.053
9 H 0.147 -0.508 2.298  C1 1.008
10 H -1.406 0.909 0.945  C2 1.098
11 H -1.511 0.226 -1.354  C3 1.098
12 H -0.141 -0.749 -1.433  C3 1.087
13 H 0.125 1.118 -1.355  C3 1.184

B | Here is an isolated ion of composition C3H6NO2S and charge -1 from the OMol25 dataset. Energies are from ωB97M-V/def2-TZVPD.

Output
- E_HOMO: -4.008 eV
- Lowest unoccupied orbital energy: 3.4 eV
- Total charge: -1
- SMILES: N[C@H](CS)C(=O)[O-]
- Kohn-Sham gap: 7.404 eV

Last columns: bonded neighbours and bond lengths (Å).
CARTESIAN COORDINATES (ANGSTROEM)
1 N 1.061 0.075 -0.963  C2 1.461, H8 1.027, H9 1.028
2 C -0.186 -0.277 -0.288  N1 1.461, C3 1.543, C5 1.686, H10 1.092
3 C -0.569 0.859 0.683  C2 1.543, S4 1.871, H11 1.082, H12 1.080
4 S -0.525 2.550 -0.115  C3 1.871, H13 1.347
5 C -0.075 -1.640 0.697  C2 1.686, O6 1.227, O7 1.245
6 O 0.691 -2.505 0.285  C5 1.227
7 O -0.826 -1.534 1.684  C5 1.245
8 H 1.251 -0.569 -1.740  N1 1.027
9 H 1.819 -0.377 -0.437  N1 1.028
10 H -0.981 -0.403 -1.027  C2 1.092
11 H -1.620 0.755 0.921  C3 1.082
12 H 0.001 0.952 1.595  C3 1.080
13 H -0.041 2.114 -1.294  S4 1.347

Of them, A has the lowest stability.

A | Here is an isolated molecule of C19H19N3O4S from the OMol25 dataset. Energies are from ωB97M-V/def2-TZVPD.

Output
- E_HOMO: -6.656 eV
- Lowest unoccupied orbital energy: 0.6 eV
- Total charge: 0
- SMILES: COc1ccc(/C(C)=N/OCC(=O)Nc2nc3ccccc3s2)cc1OC
- Kohn-Sham gap: 7.235 eV

Last columns: bonded neighbours and bond lengths (Å).
CARTESIAN COORDINATES (ANGSTROEM)
1 C -7.485 -2.437 0.154  O2 1.499, H28 1.046, H29 1.130, H30 1.159
2 O -5.991 -2.475 0.264  C1 1.499, C3 1.201
3 C -5.240 -1.553 0.089  O2 1.201, C4 1.378, C25 1.510
4 C -3.950 -1.983 0.313  C3 1.378, C5 1.382, H31 1.110
5 C -3.027 -0.959 0.405  C4 1.382, C6 1.329, H32 1.022
6 C -3.351 0.280 0.052  C5 1.329, C7 1.548, C24 1.472
7 C -2.275 1.382 -0.104  C6 1.548, C8 1.573, N9 1.424
8 C -2.584 2.912 -0.298  C7 1.573, H33 1.086, H34 1.096, H35 0.940
9 N -0.975 0.810 -0.202  C7 1.424, O10 1.422
10 O -0.028 1.866 -0.298  N9 1.422, C11 1.456
11 C 1.355 1.418 -0.213  O10 1.456, C12 1.692, H36 1.023, H37 1.057
12 C 1.446 1.098 1.446  C11 1.692, O13 1.062, N14 1.300
13 O 0.646 1.309 2.111  C12 1.062
14 N 2.568 0.556 1.815  C12 1.300, C15 1.501, H38 0.919
15 C 3.724 0.218 0.920  N14 1.501, N16 1.152, S23 1.755
16 N 3.750 0.295 -0.230  C15 1.152, C17 1.582
17 C 5.001 -0.044 -1.137  N16 1.582, C18 1.207, C22 1.741
18 C 5.473 -0.176 -2.240  C17 1.207, C19 1.405, H39 1.118
19 C 6.640 -0.883 -2.573  C18 1.405, C20 1.300, H40 1.092
20 C 7.525 -1.052 -1.637  C19 1.300, C21 1.569, H41 1.111
21 C 7.045 -1.277 -0.159  C20 1.569, C22 1.270, H42 0.959
22 C 5.918 -0.780 0.147  C17 1.741, C21 1.270, S23 1.660
23 S 5.160 -0.525 1.602  C15 1.755, C22 1.660
24 C -4.598 0.722 -0.592  C6 1.472, C25 1.410, H43 1.043
25 C -5.649 -0.209 -0.465  C3 1.510, C24 1.410, O26 1.255
26 O -6.856 -0.005 -0.741  C25 1.255, C27 1.646
27 C -7.270 1.525 -1.184  O26 1.646, H44 1.162, H45 1.120, H46 1.052
28 H -7.801 -3.418 0.329  C1 1.046
29 H -8.083 -1.606 0.632  C1 1.130
30 H -7.605 -2.280 -0.988  C1 1.159
31 H -3.821 -2.940 0.862  C4 1.110
32 H -2.058 -1.151 0.666  C5 1.022
33 H -1.813 3.593 0.052  C8 1.086
34 H -3.309 3.023 0.517  C8 1.096
35 H -2.991 3.198 -1.095  C8 0.940
36 H 2.039 2.006 -0.697  C11 1.023
37 H 1.333 0.383 -0.428  C11 1.057
38 H 2.843 0.489 2.690  N14 0.919
39 H 4.682 0.137 -2.965  C18 1.118
40 H 6.918 -0.818 -3.627  C19 1.092
41 H 8.484 -1.558 -1.878  C20 1.111
42 H 7.756 -1.664 0.355  C21 0.959
43 H -4.814 1.666 -0.980  C24 1.043
44 H -6.777 1.660 -2.228  C27 1.162
45 H -8.258 1.120 -1.521  C27 1.120
46 H -6.986 2.183 -0.414  C27 1.052

B | Here is an isolated molecule of C19H19N3O4S from the OMol25 dataset. Energies are from ωB97M-V/def2-TZVPD.

Output
- E_HOMO: -7.753 eV
- Lowest unoccupied orbital energy: 0.5 eV
- Total charge: 0
- SMILES: COc1ccc2c(c1)c(C[C@@H]1C(=O)Nc3ccc(S(N)(=O)=O)cc31)cn2C
- Kohn-Sham gap: 8.301 eV

Last columns: bonded neighbours and bond lengths (Å).
CARTESIAN COORDINATES (ANGSTROEM)
1 C 1.129 3.046 4.456  O2 1.481, H28 1.094, H29 1.058, H30 1.081
2 O 0.591 1.954 3.613  C1 1.481, C3 1.379
3 C -0.367 2.218 2.656  O2 1.379, C4 1.414, C8 1.380
4 C -1.139 3.396 2.534  C3 1.414, C5 1.359, H31 1.074
5 C -1.956 3.665 1.482  C4 1.359, C6 1.341, H32 1.140
6 C -2.250 2.652 0.655  C5 1.341, C7 1.386, N26 1.403
7 C -1.640 1.418 0.813  C6 1.386, C8 1.389, C9 1.428
8 C -0.648 1.206 1.761  C3 1.380, C7 1.389, H33 1.101
9 C -1.987 0.635 -0.330  C7 1.428, C10 1.567, C25 1.325
10 C -1.485 -0.805 -0.694  C9 1.567, C11 1.576, H34 1.104, H35 1.074
11 C -0.230 -0.757 -1.646  C10 1.576, C12 1.587, C24 1.544, H36 1.110
12 C -0.568 -0.758 -3.197  C11 1.587, O13 1.201, N14 1.401
13 O -1.402 -0.357 -3.963  C12 1.201
14 N 0.428 -1.530 -3.808  C12 1.401, C15 1.369, H37 0.961
15 C 1.176 -2.283 -2.944  N14 1.369, C16 1.411, C24 1.347
16 C 2.257 -3.173 -3.120  C15 1.411, C17 1.377, H38 1.070
17 C 2.822 -3.715 -1.987  C16 1.377, C18 1.407, H39 1.083
18 C 2.304 -3.404 -0.716  C17 1.407, S19 1.852, C23 1.389
19 S 2.929 -4.219 0.825  C18 1.852, N20 1.646, O21 1.473, O22 1.453
20 N 4.259 -3.331 1.213  S19 1.646, H40 1.011, H41 1.006
21 O 3.519 -5.523 0.475  S19 1.473
22 O 1.984 -4.167 1.928  S19 1.453
23 C 1.200 -2.568 -0.603  C18 1.389, C24 1.355, H42 1.105
24 C 0.692 -1.993 -1.720  C11 1.544, C15 1.347, C23 1.355
25 C -2.856 1.313 -1.065  C9 1.325, N26 1.432, H43 1.128
26 N -3.017 2.628 -0.521  C6 1.403, C25 1.432, C27 1.475
27 C -3.904 3.735 -0.926  N26 1.475, H44 1.080, H45 1.088, H46 1.098
28 H 1.464 3.909 3.873  C1 1.094
29 H 1.957 2.615 4.953  C1 1.058
30 H 0.275 3.383 5.027  C1 1.081
31 H -1.069 4.189 3.254  C4 1.074
32 H -2.495 4.655 1.312  C5 1.140
33 H -0.021 0.314 1.604  C8 1.101
34 H -1.279 -1.419 0.200  C10 1.104
35 H -2.274 -1.275 -1.249  C10 1.074
36 H 0.227 0.217 -1.372  C11 1.110
37 H 0.315 -1.658 -4.754  N14 0.961
38 H 2.743 -3.350 -4.057  C16 1.070
39 H 3.652 -4.404 -2.080  C17 1.083
40 H 5.071 -3.603 0.678  N20 1.011
41 H 4.442 -3.485 2.190  N20 1.006
42 H 0.859 -2.379 0.431  C23 1.105
43 H -3.265 0.868 -2.017  C25 1.128
44 H -3.391 4.663 -1.133  C27 1.080
45 H -4.635 4.035 -0.178  C27 1.088
46 H -4.417 3.443 -1.851  C27 1.098

Of them, A has the lowest stability.